# 1
This record from OMol25 describes a cluster of 10 separate species, C18H48F14N8O13P2S2 in total at a distorted geometry. The level of theory is ωB97M-V/def2-TZVPD.

## Properties
Charge   +2
LUMO   -4.832 eV

Geometry as XYZ:
```
105
Properties=species:S:1:pos:R:3:mulliken_charge:R:1
C -3.146 -5.573 -5.519 -1.00
C -3.658 -6.581 -4.524 0.55
O -4.146 -7.645 -4.815 -0.40
N -3.103 -6.376 -3.043 -0.21
H -3.194 -5.403 -2.787 0.39
H -3.708 -6.868 -2.401 0.37
C -1.761 -6.920 -2.873 -0.78
H -3.248 -6.021 -6.508 0.33
H -2.147 -5.190 -5.307 0.38
H -3.829 -4.724 -5.504 0.34
H -1.698 -8.008 -2.883 0.30
H -1.579 -6.336 -1.971 0.40
H -1.180 -6.449 -3.666 0.32
C 0.423 6.651 -0.616 -1.20
C 0.444 6.220 0.804 0.76
O -0.375 6.539 1.676 -0.45
N 1.426 5.094 1.192 -0.20
H 0.919 4.220 1.202 0.35
H 2.002 4.879 0.391 0.38
C 2.234 5.250 2.442 -0.80
H 0.424 5.795 -1.291 0.37
H 1.353 7.132 -0.917 0.42
H -0.406 7.336 -0.791 0.32
H 3.141 5.785 2.163 0.35
H 2.593 4.268 2.750 0.36
H 1.557 5.671 3.185 0.33
C 8.899 -5.793 2.792 -1.09
C 8.301 -4.482 2.282 0.60
O 7.146 -4.118 2.563 -0.41
N 9.159 -3.712 1.241 -0.18
H 9.724 -3.111 1.823 0.39
H 9.837 -4.240 0.711 0.41
C 8.315 -2.898 0.246 -0.78
H 8.260 -6.391 3.442 0.32
H 9.820 -5.594 3.338 0.36
H 9.133 -6.427 1.937 0.34
H 7.463 -3.515 -0.041 0.31
H 8.954 -2.639 -0.598 0.37
H 8.130 -2.013 0.856 0.37
C -0.016 2.946 -9.131 -1.07
C -1.017 3.965 -8.584 0.61
O -0.908 5.186 -8.571 -0.40
N -2.303 3.269 -8.068 -0.18
H -2.460 2.325 -8.389 0.39
H -2.301 3.193 -7.061 0.36
C -3.478 4.049 -8.590 -0.86
H 0.763 3.577 -9.560 0.32
H -0.334 2.257 -9.914 0.38
H 0.232 2.347 -8.255 0.37
H -3.405 4.048 -9.678 0.35
H -3.415 5.069 -8.210 0.36
H -4.312 3.531 -8.117 0.38
C -2.268 -0.946 6.825 -1.00
C -1.314 -0.342 5.815 0.57
O -0.998 0.846 5.730 -0.44
N -0.851 -1.230 4.628 -0.20
H -1.670 -1.759 4.363 0.40
H -0.676 -0.732 3.767 0.34
C 0.409 -2.049 5.045 -0.79
H -3.048 -0.236 7.102 0.33
H -1.802 -1.251 7.762 0.31
H -2.856 -1.782 6.447 0.40
H 0.479 -2.663 4.148 0.38
H 0.170 -2.652 5.921 0.35
H 1.324 -1.456 5.048 0.34
C -9.375 -0.162 2.681 -1.04
C -10.566 -0.337 3.607 0.62
O -11.710 -0.647 3.256 -0.41
N -10.302 -0.223 5.072 -0.23
H -9.826 -1.045 5.415 0.36
H -9.656 0.515 5.315 0.40
C -11.614 0.088 5.855 -0.80
H -8.408 -0.238 3.178 0.39
H -9.303 0.891 2.412 0.34
H -9.535 -0.875 1.872 0.30
H -12.218 -0.820 5.834 0.33
H -12.062 1.007 5.478 0.35
H -11.217 0.318 6.843 0.37
P 5.809 5.174 -3.911 1.15
F 6.461 5.406 -5.402 -0.37
F 6.220 3.617 -4.108 -0.35
F 7.239 5.591 -3.264 -0.34
F 5.222 4.882 -2.423 -0.36
F 5.185 6.682 -3.815 -0.35
F 4.388 4.812 -4.663 -0.38
P 8.996 2.386 4.529 1.15
F 9.413 2.748 2.952 -0.37
F 9.969 1.158 4.323 -0.34
F 10.329 3.212 4.995 -0.36
F 8.695 1.892 6.073 -0.35
F 8.092 3.786 4.634 -0.37
F 7.629 1.595 3.967 -0.38
N -0.113 0.453 -0.464 -0.24
S 1.107 -0.390 -1.362 1.05
O 1.404 0.023 -2.714 -0.52
O 1.284 -1.815 -1.050 -0.59
F 2.294 0.304 -0.636 -0.23
S -1.168 0.229 -1.496 1.02
O -1.735 -1.125 -1.637 -0.59
O -1.046 1.065 -2.700 -0.58
F -2.389 0.940 -0.669 -0.33
N -5.969 -4.648 2.672 0.97
O -4.924 -4.001 2.600 -0.68
O -6.710 -4.642 3.675 -0.67
O -6.312 -5.127 1.622 -0.62
```

# 2
This record from OMol25 describes a structure of composition C18H48F2HfNO22S8 at a distorted geometry. The level of theory is ωB97M-V/def2-TZVPD.

## Properties
Charge   +3
LUMO   -14.480 eV

Geometry as XYZ:
```
100
Properties=species:S:1:pos:R:3:mulliken_charge:R:1
Hf 3.014 2.265 1.645 1.92
N 0.306 -0.765 0.155 -0.12
S -0.619 -1.022 -1.113 1.08
O -2.022 -0.705 -1.129 -0.39
O -0.184 -2.004 -2.115 -0.39
F -0.074 0.256 -1.816 -0.26
S -0.420 -2.188 0.754 1.08
O 0.004 -3.484 0.193 -0.42
O -1.755 -2.112 1.354 -0.43
F 0.406 -2.143 2.121 -0.26
O 0.168 1.528 8.447 -0.54
S -0.432 0.785 7.401 1.10
O 0.048 0.930 6.038 -0.60
O -0.306 -0.895 7.729 -0.27
C -0.561 -1.388 9.044 -0.37
C 0.844 -1.722 9.700 -1.02
C -2.327 0.904 7.359 -0.86
H -1.272 -2.213 9.010 0.42
H -1.207 -0.804 9.699 0.27
H 1.599 -1.000 9.388 0.29
H 1.218 -2.703 9.407 0.29
H 0.954 -1.613 10.779 0.35
H -2.664 0.202 6.596 0.31
H -2.647 1.912 7.095 0.36
H -2.718 0.601 8.330 0.32
O 1.313 7.388 -2.875 -0.58
S 2.393 6.604 -3.418 1.04
O 2.962 5.551 -2.608 -0.62
O 1.858 5.810 -4.790 -0.22
C 1.113 6.548 -5.821 -0.25
C 0.339 5.438 -6.456 -1.24
C 3.686 7.701 -4.066 -0.80
H 1.787 7.043 -6.519 0.35
H 0.487 7.267 -5.292 0.40
H -0.526 5.949 -6.877 0.39
H -0.108 4.806 -5.688 0.31
H 0.916 4.827 -7.150 0.30
H 3.068 8.193 -4.817 0.28
H 4.359 7.022 -4.591 0.29
H 4.021 8.393 -3.293 0.38
O 6.881 0.664 -5.300 -0.58
S 5.550 1.293 -5.364 1.08
O 4.780 1.469 -4.155 -0.52
O 5.809 2.793 -6.051 -0.18
C 6.501 2.895 -7.283 -0.05
C 6.508 4.304 -7.922 -1.26
C 4.515 0.421 -6.680 -0.96
H 5.904 2.227 -7.903 0.25
H 7.557 2.631 -7.225 0.28
H 5.478 4.646 -8.020 0.32
H 7.055 4.295 -8.864 0.37
H 7.048 5.055 -7.345 0.33
H 3.594 0.983 -6.837 0.35
H 4.325 -0.544 -6.210 0.36
H 4.970 0.302 -7.663 0.38
O -4.164 4.017 0.327 -0.57
S -3.256 4.997 -0.277 1.08
O -1.791 4.733 -0.127 -0.60
O -3.583 5.065 -1.870 -0.19
C -5.007 5.008 -2.182 -0.17
C -5.311 5.696 -3.510 -1.22
C -3.676 6.724 0.251 -0.85
H -5.476 5.596 -1.393 0.32
H -5.383 3.985 -2.171 0.29
H -5.034 6.742 -3.379 0.30
H -6.346 5.666 -3.848 0.38
H -4.812 5.123 -4.292 0.31
H -4.743 6.873 0.085 0.35
H -2.959 7.354 -0.275 0.32
H -3.535 6.790 1.330 0.37
O 7.541 -3.760 0.080 -0.56
S 6.076 -3.923 0.070 1.12
O 5.214 -2.799 0.418 -0.58
O 5.680 -4.365 -1.422 -0.23
C 6.402 -5.312 -2.170 -0.18
C 5.717 -6.356 -3.088 -1.11
C 5.636 -5.442 0.998 -0.91
H 6.858 -5.962 -1.423 0.30
H 7.145 -4.705 -2.687 0.31
H 4.976 -6.903 -2.505 0.31
H 6.436 -7.093 -3.445 0.36
H 5.289 -5.740 -3.879 0.30
H 4.610 -5.760 0.810 0.34
H 5.835 -5.308 2.061 0.38
H 6.397 -6.176 0.735 0.35
O -9.968 -10.051 4.687 -0.49
S -9.134 -9.380 5.681 1.15
O -7.878 -9.936 6.110 -0.50
O -8.905 -7.829 5.189 -0.22
C -7.953 -7.002 5.738 -0.08
C -6.952 -6.385 4.822 -1.25
C -10.190 -9.085 7.117 -0.81
H -7.335 -7.626 6.384 0.39
H -8.442 -6.195 6.284 0.31
H -7.490 -5.797 4.078 0.34
H -6.421 -7.135 4.235 0.34
H -6.236 -5.805 5.404 0.35
H -10.405 -10.051 7.574 0.36
H -11.118 -8.736 6.664 0.36
H -9.809 -8.350 7.826 0.32
```

# 3
This record from OMol25 describes a structure of composition C18H48Li5O26P2S6 at a distorted geometry. The level of theory is ωB97M-V/def2-TZVPD.

## Properties
Charge   -1
LUMO   1.194 eV

Geometry as XYZ:
```
105
Properties=species:S:1:pos:R:3:mulliken_charge:R:1
Li -2.139 0.617 -1.058 0.87
Li 0.305 -2.078 -2.022 0.62
Li 1.740 -1.854 0.413 1.30
Li -1.397 -2.371 0.107 0.70
Li 1.299 1.479 -0.468 0.69
P 0.142 -4.378 -0.910 0.39
O 0.124 -5.857 -1.294 -0.82
O -0.671 -3.737 -2.181 -0.72
O 1.329 -3.444 -0.622 -0.70
O -1.287 -4.257 -0.098 -0.95
P -0.142 -0.303 -0.322 0.55
O -0.523 1.185 -0.185 -0.73
O 1.228 -0.320 -0.964 -1.02
O -1.117 -1.050 -1.257 -0.87
O -0.038 -1.179 0.922 0.33
O 2.048 0.830 -6.648 -0.59
S 3.427 0.801 -6.973 1.22
O 4.014 1.799 -7.803 -0.63
O 4.269 0.848 -5.629 -0.32
C 3.800 -0.022 -4.553 -0.51
C 3.689 0.782 -3.294 -0.60
C 3.883 -0.778 -7.628 -0.83
H 4.564 -0.795 -4.464 0.26
H 2.839 -0.469 -4.799 0.54
H 3.502 0.119 -2.439 -0.05
H 2.809 1.422 -3.309 0.26
H 4.634 1.252 -3.020 0.36
H 3.832 -1.524 -6.839 0.31
H 4.882 -0.680 -8.040 0.30
H 3.186 -1.029 -8.425 0.34
O 2.745 1.549 0.800 -0.80
S 3.754 0.559 1.094 1.37
O 3.526 -0.836 0.951 -0.91
O 5.017 0.950 0.241 -0.17
C 6.053 -0.079 0.077 -0.18
C 7.378 0.614 0.295 -1.28
C 4.309 0.943 2.712 -0.88
H 5.932 -0.347 -0.969 0.29
H 5.999 -0.943 0.733 0.34
H 7.559 1.468 -0.359 0.31
H 8.191 -0.072 0.041 0.42
H 7.533 0.943 1.323 0.30
H 4.431 2.020 2.802 0.37
H 5.225 0.412 2.960 0.32
H 3.553 0.657 3.448 0.14
O -0.836 3.844 4.497 -0.64
S 0.123 2.902 4.024 1.27
O 1.261 2.536 4.795 -0.69
O -0.630 1.552 3.713 -0.07
C -1.891 1.668 3.004 0.75
C -3.065 1.566 3.961 -1.62
C 0.750 3.322 2.431 -0.24
H -1.891 0.755 2.408 -0.02
H -1.955 2.522 2.336 -0.20
H -3.367 2.531 4.359 0.27
H -2.771 0.941 4.809 0.41
H -3.846 0.965 3.496 0.45
H -0.013 3.675 1.741 0.00
H 1.106 2.370 2.044 -0.32
H 1.595 3.982 2.606 0.58
O -3.831 -0.157 -2.120 -0.83
S -3.774 -1.597 -2.152 1.34
O -3.577 -2.342 -0.971 -0.67
O -5.228 -1.974 -2.740 -0.32
C -5.557 -3.364 -2.752 -0.17
C -7.019 -3.564 -2.454 -1.37
C -2.717 -2.274 -3.393 -0.64
H -4.994 -3.930 -2.002 0.39
H -5.243 -3.821 -3.694 0.32
H -7.300 -4.610 -2.564 0.39
H -7.600 -3.070 -3.245 0.31
H -7.326 -3.133 -1.506 0.29
H -1.737 -1.839 -3.207 -0.02
H -3.073 -1.917 -4.362 0.51
H -2.717 -3.354 -3.303 0.33
O -3.480 1.687 0.006 -0.33
S -4.069 2.934 0.324 0.89
O -4.922 3.144 1.430 -0.58
O -2.864 3.940 0.505 -0.20
C -3.143 5.312 0.801 -0.50
C -2.726 5.633 2.220 -0.95
C -4.829 3.546 -1.115 -1.14
H -4.218 5.477 0.689 0.43
H -2.674 6.008 0.103 0.34
H -3.184 4.928 2.919 0.18
H -2.998 6.628 2.566 0.44
H -1.653 5.470 2.339 0.17
H -4.190 3.524 -1.993 0.36
H -5.313 4.513 -0.987 0.40
H -5.680 2.910 -1.378 0.42
O 1.670 -3.197 2.249 -0.38
S 1.157 -3.912 3.371 1.08
O 2.062 -4.655 4.201 -0.71
O 0.345 -2.988 4.372 -0.40
C 0.224 -1.547 4.188 0.83
C 0.813 -0.910 5.449 -1.01
C -0.129 -4.998 2.833 -0.90
H -0.854 -1.407 4.147 0.13
H 0.709 -1.266 3.262 -0.33
H 0.010 -0.397 5.971 0.17
H 1.609 -0.214 5.197 0.12
H 1.236 -1.653 6.123 0.45
H 0.011 -5.383 1.818 0.22
H -1.012 -4.374 2.711 0.30
H -0.221 -5.785 3.576 0.36
```

The following HOMO values (in eV) correspond, in order, to the records above: -9.980 -15.495 -1.751.
The following relative energy (zero: lowest compared OMol25 entry of this formula, charge and spin) values (in kJ/mol) correspond, in order, to the records above: 1218.33 2132.51 36.23.
The following gap between HOMO and LUMO values (in eV) correspond, in order, to the records above: 5.15 1.01 2.94.